1.
Here is a molecular structure, C8H18ClIO3PSSn from the Open Molecules 2025 dataset. Energies are from wB97M-V/def2-TZVPD.

The geometry in XYZ format:
```
34
Properties=species:S:1:pos:R:3:forces:R:3
I 1.9856 2.0976 0.8537 1.73 -1.67 -0.14
Sn -3.0188 1.0637 0.2831 -0.78 -0.02 -0.40
Cl -4.9184 0.3732 -0.8368 0.88 0.19 0.34
S -0.0867 -0.3144 2.9938 -0.60 -0.11 -0.02
P -0.4502 0.8149 -2.0321 0.20 0.35 -1.63
O 0.9365 -1.0688 2.1796 0.18 -0.14 -0.48
O 2.0337 -1.5124 -1.0457 -4.25 -0.88 1.64
O 4.0569 -0.4175 1.2624 -1.69 1.63 -2.03
C 0.7898 0.6527 4.2050 0.07 0.01 0.24
C -0.7243 -0.2405 -3.5185 -0.48 -0.48 0.20
C -0.2846 -2.4065 -0.4722 -1.15 -0.09 0.22
C 0.9640 -1.7896 -0.7157 4.21 0.30 -1.56
C 1.2811 1.2224 -2.4899 0.33 0.19 0.62
C 3.3602 0.3213 0.7555 0.38 0.31 2.73
C -1.1774 2.3491 -2.7353 -0.24 0.21 0.42
C -0.9364 -1.4659 4.1028 0.24 -0.18 0.11
H -0.6559 3.2229 -2.3282 -0.23 -0.06 -0.07
H 0.1290 1.4731 4.4700 0.11 0.25 0.10
H -1.7184 -0.6940 -3.4746 0.08 -0.07 -0.22
H -0.2458 -1.7894 4.8926 -0.18 -0.07 -0.30
H -1.0563 -2.0588 -1.1649 0.36 0.09 -0.39
H -0.6510 -2.1512 0.5190 0.39 -0.03 0.38
H 1.6066 2.1110 -1.9416 0.03 -0.09 -0.41
H 1.7348 0.9983 3.7774 -0.31 0.04 0.02
H -1.8041 -0.9784 4.5541 0.16 0.20 -0.05
H -1.0592 2.3325 -3.8294 -0.09 0.12 0.43
H -1.3024 -2.3221 3.5242 0.23 0.20 0.04
H -2.2406 2.4153 -2.4876 -0.02 0.20 -0.24
H 1.9473 0.3996 -2.2235 0.10 0.22 -0.33
H -0.1846 -3.4917 -0.5803 0.32 -0.12 0.04
H -0.6713 0.4007 -4.4125 0.06 -0.35 0.32
H 1.3280 1.4166 -3.5696 0.03 -0.08 0.31
H 1.0026 0.0689 5.0921 0.10 -0.16 0.12
H 0.0300 -1.0326 -3.6068 -0.17 0.10 0.01
```
Forces are in eV/Å.

LUMO: -0.49500 hartree
energy: -61276.078 eV
HOMO energy: -18.42 eV
Kohn-Sham gap: 0.18207 Ha
spin multiplicity: 1
net charge: +3

***

2.
Here is 2 unconnected molecules or ions with the total composition C6H11NS from the Open Molecules 2025 dataset. Energies are from wB97M-V/def2-TZVPD.

The geometry in XYZ format:
```
19
Properties=species:S:1:pos:R:3:forces:R:3
S -1.0750 -1.8365 0.2079 0.14 0.43 -0.02
N 2.0660 -0.4784 0.0706 1.33 -0.61 0.84
C 1.0354 0.2317 -0.2520 -1.66 -0.01 1.32
C 2.3362 -1.5796 0.5650 -2.36 -3.25 0.00
C -2.4851 -0.6906 0.2364 -2.20 -2.85 -0.84
C 0.2418 0.7829 0.8759 -1.61 0.08 -0.66
C -0.7326 1.7000 0.5824 1.12 -0.77 2.74
C 1.0853 0.7460 -1.6520 -1.95 -0.13 -0.35
H 3.2850 -1.8571 0.9037 1.74 0.25 0.42
H -3.3334 -0.9715 0.9947 1.60 0.09 -1.30
H 0.0161 0.8010 -2.0081 1.09 0.36 0.30
H 1.5295 1.7718 -1.5504 -0.12 -1.00 -0.80
H -2.0919 0.2069 0.6504 -0.01 1.48 -0.45
H -1.3906 2.1241 1.3509 0.42 -0.36 -0.17
H 1.6087 -2.5302 0.6617 0.78 2.54 -0.48
H -0.8651 2.1199 -0.3530 -0.08 0.62 -1.86
H -2.9670 -0.7453 -0.8343 0.89 0.99 2.16
H 0.1939 0.2340 1.8735 0.71 0.90 -1.55
H 1.5426 -0.0291 -2.3231 0.17 1.22 0.71
```
Forces are in eV/Å.

LUMO (alpha / beta): -0.02493 / -0.02494 hartree
energy: -18721.148 eV
HOMO energy (alpha / beta): -7.13 / -7.13 eV
Kohn-Sham gap (alpha / beta): 0.23710 / 0.23706 Ha
spin multiplicity: 1